# 1
DFT (ωB97M-V with the def2-TZVPD basis set) results for 5 unconnected molecules or ions with the total composition C22H46NO12.

The geometry in ORCA input format:
```
! RIJCOSX wB97M-V def2-TZVPD def2/J DEFGRID3
* xyz 1 1
C -2.97 6.27 0.03
C -4.06 6.47 -1.02
N -3.63 7.17 -2.31
C -2.17 7.40 -2.55
C -2.10 7.87 -4.00
C -3.39 7.31 -4.65
C -4.03 6.45 -3.57
H -3.20 6.83 0.93
H -1.97 6.56 -0.28
H -2.93 5.22 0.32
H -4.87 7.07 -0.61
H -4.49 5.52 -1.31
H -4.11 8.07 -2.33
H -1.72 8.06 -1.82
H -1.71 6.42 -2.48
H -1.18 7.52 -4.44
H -2.11 8.96 -4.08
H -4.06 8.14 -4.84
H -3.22 6.76 -5.58
H -3.58 5.46 -3.49
H -5.11 6.39 -3.64
C -0.69 3.55 1.38
C -1.10 3.65 2.84
O -1.55 2.39 3.35
C -0.57 1.54 3.68
O 0.61 1.75 3.59
O -1.14 0.40 4.06
C -0.21 -0.63 4.40
H -1.51 3.12 0.80
H -0.45 4.54 0.99
H 0.18 2.91 1.27
H -1.95 4.32 2.97
H -0.27 4.02 3.45
H 0.49 -0.29 5.17
H 0.35 -0.95 3.52
H -0.80 -1.46 4.78
C 4.34 -1.28 2.76
C 3.85 -1.25 4.19
O 3.38 -2.54 4.61
C 4.33 -3.40 4.97
O 5.51 -3.18 5.00
O 3.74 -4.55 5.29
C 4.64 -5.60 5.65
H 3.57 -1.68 2.10
H 4.60 -0.28 2.42
H 5.22 -1.91 2.67
H 2.98 -0.59 4.28
H 4.63 -0.89 4.87
H 5.32 -5.27 6.43
H 5.21 -5.93 4.78
H 4.01 -6.41 6.01
C 1.10 -5.28 2.44
C 2.35 -4.71 1.81
O 2.98 -5.66 0.94
C 2.46 -5.75 -0.28
O 1.56 -5.07 -0.72
O 3.09 -6.71 -0.94
C 2.62 -6.92 -2.28
H 1.32 -6.21 2.95
H 0.70 -4.57 3.16
H 0.34 -5.47 1.68
H 3.09 -4.48 2.58
H 2.14 -3.79 1.26
H 2.64 -5.99 -2.84
H 1.61 -7.32 -2.27
H 3.31 -7.64 -2.72
C -3.23 -2.70 -5.89
C -2.29 -3.87 -5.67
O -1.00 -3.42 -5.24
C -0.90 -3.15 -3.94
O -1.79 -3.21 -3.13
O 0.33 -2.69 -3.71
C 0.59 -2.36 -2.34
H -2.80 -1.99 -6.59
H -4.18 -3.06 -6.31
H -3.45 -2.20 -4.95
H -2.10 -4.40 -6.60
H -2.69 -4.57 -4.94
H 0.38 -3.20 -1.69
H 0.00 -1.49 -2.04
H 1.65 -2.12 -2.29
*
```

The value obtained for the HOMO-LUMO gap is 8.97 eV. Its calculated total energy is -1823.30645 a.u.

=====

# 2
DFT (ωB97M-V with the def2-TZVPD basis set) results for a molecular structure, C22H47AsO9RbSi.

The geometry in ORCA input format:
```
! RIJCOSX wB97M-V def2-TZVPD def2/J DEFGRID3
* xyz -1 1
Rb 1.53 1.34 -1.72
O -0.78 5.66 -0.71
C 0.21 4.78 -0.98
O 0.25 4.14 -2.00
C 1.21 4.73 0.14
O 2.14 3.73 -0.12
C 3.16 3.66 0.88
C 4.12 2.47 0.65
O 5.09 2.47 1.42
O 3.80 1.65 -0.24
H -1.41 5.59 -1.44
H 0.66 4.56 1.08
H 1.68 5.73 0.22
H 2.69 3.54 1.87
H 3.73 4.59 0.89
C -0.68 0.26 3.47
C -1.17 0.95 2.20
C -0.02 1.68 1.53
C -2.29 1.94 2.54
O -1.71 -0.07 1.37
Si -1.86 -0.12 -0.29
O -0.53 -0.21 -1.10
O -2.78 1.23 -0.62
C -3.47 1.55 -1.83
C -4.92 1.10 -1.68
C -2.83 0.87 -3.04
C -3.38 3.06 -1.99
O -2.93 -1.38 -0.52
C -2.74 -2.74 -0.17
C -3.43 -3.57 -1.26
C -3.40 -2.98 1.18
C -1.26 -3.11 -0.10
H -0.29 0.98 4.18
H 0.12 -0.45 3.21
H -1.49 -0.30 3.93
H 0.41 2.42 2.21
H -0.37 2.19 0.62
H 0.77 0.98 1.25
H -1.93 2.72 3.21
H -3.11 1.41 3.03
H -2.67 2.39 1.62
H -4.95 0.03 -1.51
H -5.50 1.34 -2.57
H -5.37 1.60 -0.82
H -2.89 -0.22 -2.94
H -1.78 1.14 -3.13
H -3.36 1.17 -3.95
H -3.78 3.55 -1.09
H -3.95 3.40 -2.86
H -2.34 3.36 -2.11
H -4.48 -3.27 -1.33
H -3.38 -4.63 -1.03
H -2.94 -3.39 -2.22
H -4.46 -2.73 1.12
H -2.94 -2.35 1.93
H -3.31 -4.03 1.48
H -0.76 -2.86 -1.03
H -1.15 -4.18 0.10
H -0.76 -2.56 0.70
C 2.40 -4.30 -1.79
C 3.64 -3.65 -1.19
As 3.51 -1.68 -1.21
C 5.27 -1.25 -0.43
C 5.54 -1.69 1.00
C 2.30 -1.38 0.32
C 2.18 -2.48 1.37
H 2.47 -5.39 -1.78
H 2.25 -3.98 -2.83
H 1.49 -4.03 -1.24
H 4.53 -3.90 -1.77
H 3.80 -4.00 -0.17
H 5.33 -0.16 -0.50
H 6.00 -1.68 -1.13
H 4.87 -1.19 1.69
H 6.56 -1.42 1.29
H 5.44 -2.77 1.12
H 1.31 -1.17 -0.10
H 2.67 -0.45 0.77
H 1.78 -3.40 0.94
H 1.49 -2.17 2.16
H 3.13 -2.72 1.84
*
```

The value obtained for the HOMO-LUMO gap is 7.70 eV. Its calculated total energy is -4093.33478 a.u. The calculation puts the energy above the lowest of the compared OMol25 structures with the same formula, charge and spin at 0.0 kcal/mol.

=====

# 3
DFT (ωB97M-V with the def2-TZVPD basis set) results for 4 unconnected molecules or ions with the total composition C22H47BFN5O4 in a non-equilibrium geometry.

The geometry in ORCA input format:
```
! RIJCOSX wB97M-V def2-TZVPD def2/J DEFGRID3
* xyz 0 1
C 4.62 0.41 3.72
C 4.03 1.21 2.76
C 2.76 2.02 3.06
C 2.62 2.00 4.52
N 2.27 2.02 5.62
B 3.04 3.53 2.53
C 4.17 3.90 1.51
O 2.21 4.54 2.97
C 1.54 1.34 2.32
C 1.10 0.18 3.09
N 0.85 -0.79 3.65
C 0.35 2.25 1.96
C -0.34 2.93 3.16
C -1.73 2.38 3.43
F -2.52 2.47 2.29
H 5.59 0.60 4.16
H 4.06 -0.42 4.14
H 4.42 1.22 1.74
H 5.13 3.60 1.93
H 4.14 4.96 1.27
H 4.06 3.32 0.59
H 2.27 4.66 3.93
H 1.96 0.97 1.38
H 0.63 2.97 1.19
H -0.39 1.61 1.49
H 0.23 2.90 4.08
H -0.47 3.99 2.91
H -2.20 3.00 4.20
H -1.71 1.35 3.78
C 1.14 -1.78 -2.26
O 0.59 -1.66 -0.96
C 0.11 -2.87 -0.39
C 1.18 -3.74 0.27
C 2.04 -4.52 -0.73
N 2.04 -2.96 1.15
H 0.62 -2.53 -2.85
H 2.21 -2.01 -2.21
H 1.04 -0.81 -2.75
H -0.59 -2.56 0.39
H -0.47 -3.43 -1.13
H 0.65 -4.48 0.88
H 2.78 -3.88 -1.20
H 2.58 -5.31 -0.21
H 1.43 -4.98 -1.51
H 1.47 -2.53 1.87
H 2.39 -2.18 0.61
C -5.96 -1.62 3.24
O -4.81 -0.80 3.24
C -3.62 -1.43 2.80
C -3.45 -1.49 1.27
C -4.31 -2.55 0.60
N -3.71 -0.20 0.63
H -5.71 -2.65 3.49
H -6.48 -1.59 2.28
H -6.64 -1.22 4.00
H -2.80 -0.82 3.20
H -3.52 -2.42 3.25
H -2.41 -1.75 1.08
H -5.36 -2.24 0.52
H -3.96 -2.74 -0.41
H -4.27 -3.50 1.15
H -3.06 0.49 1.01
H -4.62 0.13 0.95
C -0.13 2.10 -7.74
O -0.66 2.19 -6.43
C -1.10 0.97 -5.87
C 0.01 0.11 -5.25
C 0.87 -0.62 -6.28
N 0.89 0.88 -4.37
H -0.65 1.34 -8.33
H 0.94 1.89 -7.73
H -0.27 3.07 -8.21
H -1.79 1.26 -5.07
H -1.68 0.40 -6.60
H -0.48 -0.65 -4.64
H 1.58 0.04 -6.77
H 1.44 -1.41 -5.80
H 0.25 -1.08 -7.06
H 0.34 1.29 -3.62
H 1.22 1.69 -4.90
*
```

The value obtained for the HOMO-LUMO gap is 8.20 eV. Its calculated total energy is -1565.76192 a.u. The structure (SMILES) is C=C[C@@](C#N)(B(C)O)[C@@H](C#N)CCCF.COC[C@@H](C)N.COC[C@@H](C)N.COC[C@@H](C)N.